# 1
This record from the OMol25 dataset describes a structure of composition C32H32FIrN6O4P2S at a distorted geometry. The level of theory is ωB97M-V with the def2-TZVPD basis set.

## Properties
Frontier orbital gap (alpha / beta): 0.221 / 0.118 Eh
<S²>: 6.033
HOMO (alpha / beta): -12.214 / -13.010 eV
2S+1: 5
Total charge: +2
Energy: -3152.65425 a.u.
Lowest unoccupied orbital energy (alpha / beta): -6.208 / -9.794 eV

```
79
C32H32FIrN6O4P2S, DFT ωB97M-V with the def2-TZVPD basis set
Ir 1.287 -0.707 -0.085
N 2.745 -2.796 -0.232
N 3.838 -2.733 0.641
C 4.150 -1.622 1.315
N 5.151 -1.645 2.185
S 3.379 -0.133 1.029
H 2.084 -3.499 0.101
H 3.047 -3.050 -1.172
H 4.278 -3.606 0.918
H 5.711 -2.467 2.350
H 5.422 -0.799 2.663
C -2.049 -1.312 -1.202
N -1.312 -0.054 -1.423
P -0.858 0.708 0.105
C -2.452 0.931 0.964
C -2.452 1.059 2.350
C -3.645 1.294 3.014
C -4.834 1.372 2.306
C -4.830 1.251 0.924
C -3.641 1.054 0.247
C -0.514 2.433 -0.360
C -1.260 3.113 -1.318
C -0.983 4.444 -1.571
C 0.017 5.100 -0.867
C 0.747 4.426 0.100
C 0.480 3.093 0.357
P 0.202 -0.335 -2.245
C -0.195 -1.327 -3.707
C 0.785 -2.208 -4.156
C 0.579 -2.938 -5.312
C -0.607 -2.802 -6.015
C -1.590 -1.938 -5.557
C -1.393 -1.194 -4.408
C 0.732 1.287 -2.875
C 0.128 1.947 -3.942
C 0.638 3.165 -4.357
C 1.747 3.715 -3.734
C 2.360 3.049 -2.685
C 1.857 1.837 -2.261
H -3.007 -1.093 -0.734
H -1.505 -2.006 -0.555
H -2.221 -1.807 -2.155
H -1.524 0.983 2.899
H -3.660 1.410 4.086
H -5.766 1.525 2.827
H -5.758 1.305 0.374
H -3.632 1.008 -0.832
H -2.045 2.604 -1.860
H -1.554 4.971 -2.321
H 0.222 6.140 -1.073
H 1.521 4.936 0.650
H 1.047 2.557 1.106
H 1.706 -2.318 -3.598
H 1.342 -3.615 -5.663
H -0.772 -3.380 -6.912
H -2.523 -1.848 -6.091
H -2.165 -0.526 -4.053
H -0.735 1.522 -4.434
H 0.176 3.692 -5.177
H 2.144 4.657 -4.079
H 3.224 3.483 -2.209
H 2.327 1.303 -1.430
F 0.470 -3.612 7.625
C 0.445 -2.700 6.666
C -0.091 -3.000 5.460
N -0.158 -2.088 4.461
C -0.719 -2.413 3.184
C 0.417 -2.477 2.105
O 1.561 -2.743 2.429
O 0.004 -2.222 0.937
C 0.416 -0.817 4.585
O 0.418 -0.037 3.659
N 0.951 -0.551 5.811
C 1.010 -1.375 6.949
O 1.489 -0.989 7.975
H -0.508 -3.977 5.263
H -1.401 -1.621 2.866
H -1.249 -3.365 3.221
H 1.358 0.372 5.948
```

# 2
This record from the OMol25 dataset describes a structure of composition C32H33As2N2O10Rb at a distorted geometry. The level of theory is ωB97M-V with the def2-TZVPD basis set.

## Properties
Frontier orbital gap (alpha / beta): 0.166 / 0.185 Eh
HOMO (alpha / beta): -0.677 / -1.230 eV
Total charge: -2
Energy: -6596.57053 a.u.
Lowest unoccupied orbital energy (alpha / beta): 3.836 / 3.814 eV

```
80
C32H33As2N2O10Rb, DFT ωB97M-V with the def2-TZVPD basis set
Rb -2.690 2.728 0.933
C -2.559 2.799 -2.060
O -2.794 1.620 -1.282
C -2.599 0.420 -1.884
C -2.465 0.323 -3.269
C -2.277 -0.901 -3.893
C -2.251 -2.056 -3.133
C -2.416 -1.953 -1.761
C -2.573 -0.745 -1.092
N -2.707 -0.963 0.326
N -2.401 -0.062 1.131
C -2.401 -0.405 2.486
C -2.183 0.712 3.372
O -1.939 1.885 3.006
C -2.266 0.455 4.812
C -2.380 -0.780 5.305
C -2.456 -1.932 4.439
C -2.476 -3.209 5.015
C -2.528 -4.349 4.247
C -2.568 -4.197 2.858
C -2.562 -2.951 2.269
C -2.493 -1.754 3.032
H -3.358 2.960 -2.784
H -1.588 2.747 -2.553
H -2.557 3.638 -1.372
H -2.501 1.218 -3.869
H -2.143 -0.937 -4.968
H -2.100 -3.025 -3.593
H -2.406 -2.842 -1.142
H -2.196 1.327 5.452
H -2.412 -0.944 6.378
H -2.438 -3.278 6.097
H -2.535 -5.331 4.704
H -2.607 -5.075 2.222
H -2.613 -2.872 1.198
C 0.686 1.278 -5.351
O 1.169 0.667 -4.168
C 1.211 1.455 -3.071
O 0.759 2.607 -3.111
C 1.819 0.878 -1.896
C 2.373 -0.404 -1.770
As 2.412 -1.382 -0.089
C 0.518 -1.305 0.425
C 2.990 0.090 1.098
C 2.687 1.374 0.940
As 1.501 2.141 -0.439
C 2.762 3.548 -0.983
C 3.277 2.398 1.885
O 4.438 2.712 1.851
O 2.433 3.028 2.716
C 1.131 2.445 2.980
C 3.774 -0.310 2.318
O 3.389 -0.114 3.440
O 4.939 -0.962 2.123
C 5.573 -0.869 0.838
C 2.956 -1.123 -2.895
O 3.474 -0.672 -3.900
O 2.920 -2.493 -2.706
C 3.430 -3.254 -3.785
H 0.585 0.473 -6.076
H 1.394 2.020 -5.721
H -0.271 1.770 -5.197
H -0.035 -2.029 -0.177
H 0.096 -0.316 0.253
H 0.408 -1.559 1.481
H 3.721 3.103 -1.238
H 2.896 4.267 -0.174
H 2.326 4.039 -1.849
H 0.888 2.700 4.006
H 1.155 1.364 2.880
H 0.387 2.862 2.312
H 6.644 -0.853 1.029
H 5.291 0.048 0.324
H 5.313 -1.726 0.224
H 3.471 -4.283 -3.432
H 4.421 -2.920 -4.087
H 2.772 -3.192 -4.654
C -5.759 3.467 0.964
H -6.477 3.057 0.218
H -6.410 3.704 1.835
```